Formula: C6H18NSi2
Source: OMol25
Level of theory: wB97M-V/def2-TZVPD

XYZ file:
```
27
Properties=species:S:1:pos:R:3:forces:R:3:nbo_charge:R:1
C -1.03148 -0.73496 -0.54331 -0.6 0.1 0.6 0.100
C 0.02407 0.26420 -0.36613 0.3 0.2 0.5 -0.303
C -0.84570 -2.20863 -0.43798 -0.3 0.1 -0.1 -0.702
C -0.39231 1.63889 0.09274 0.1 0.1 -0.1 -0.620
C 1.94809 -1.11026 1.62968 0.1 0.3 -0.6 -1.100
C 2.89309 1.41714 -0.03409 -0.4 -0.6 0.0 -1.097
N -0.45690 -0.07565 -1.73874 -0.1 0.2 -1.2 -0.589
Si -4.12127 0.58354 0.45361 1.6 -0.6 -0.6 0.801
Si 1.89012 -0.18684 -0.02500 -0.2 0.4 0.6 1.349
H 0.12664 -2.53885 -0.81289 0.1 0.0 0.0 0.216
H -1.62053 -2.72643 -0.99828 0.0 -0.1 0.0 0.243
H -0.92570 -2.50511 0.60096 0.0 -0.1 0.2 0.247
H 0.14631 2.41633 -0.44506 0.1 0.1 0.0 0.231
H -0.16323 1.74160 1.15037 0.0 0.0 0.1 0.243
H -1.46746 1.78211 -0.03851 0.0 0.0 0.0 0.209
H 2.43477 -2.07370 1.51809 0.1 -0.2 0.0 0.261
H 2.51221 -0.55142 2.37042 0.1 0.1 0.1 0.259
H 0.95637 -1.28844 2.03461 -0.2 0.0 0.0 0.245
H 2.70801 2.03434 -0.90633 -0.1 0.0 -0.2 0.247
H 2.69607 2.02037 0.84453 -0.1 0.1 0.2 0.250
H 3.95166 1.18418 -0.02568 0.3 -0.1 0.0 0.262
H 0.18649 -0.59555 -2.33798 -0.1 0.0 0.1 0.424
H -1.00840 0.60703 -2.25171 0.0 -0.1 0.2 0.427
H -4.23767 1.50576 -0.66185 -0.2 0.2 -0.1 -0.146
H -3.60585 1.09393 1.70962 -0.1 0.1 0.3 -0.138
H -4.84525 -0.66527 0.40541 -0.3 -0.2 0.1 -0.132
H 2.24786 -1.02829 -1.18649 0.0 -0.1 -0.1 -0.187
```
Forces are in eV/Å.

Its total charge is +1. Its strongest force on any atom is 1.76 eV/Å. The calculation puts the total energy at -872.75137 Ha. Its gap between HOMO and LUMO (spin up / spin down) is 6.07 / 7.93 eV. Its multiplicity is 1.